This record from OMol25 describes 4 unconnected molecules or ions with the total composition C7H21NO3 at a distorted geometry. The level of theory is ωB97M-V with the def2-TZVPD basis set.

Element x y z (Å)
1 C -1.093149 -2.766490 -2.308211
2 C -0.497583 -2.400786 -1.005936
3 C -0.210963 -0.840320 -0.922986
4 C 0.787432 -0.650167 0.244512
5 C 2.095754 -0.618225 -0.059643
6 N 2.949215 -0.267425 0.972349
7 C -0.016156 -0.350457 1.501150
8 C -0.209303 1.183583 1.662876
9 H -1.906107 -2.190195 -2.735768
10 H -0.243552 -2.737088 -3.168512
11 H -1.522119 -3.789391 -2.297798
12 H 0.419061 -3.150953 -0.935038
13 H -0.924283 -2.696792 -0.084046
14 H 0.083129 -0.233485 -1.768782
15 H -1.210432 -0.544551 -0.446828
16 H 2.462142 -0.642554 -1.101395
17 H 2.903248 0.467264 1.657642
18 H 3.575933 -0.870850 1.267715
19 H 0.392701 -0.731061 2.433089
20 H -1.006235 -0.959745 1.557354
21 H 0.773431 1.516542 1.974727
22 H -1.039900 1.236753 2.431241
23 H -0.686548 1.784509 0.778248
24 H -3.745333 1.318109 1.834494
25 H -2.931212 0.077853 1.554791
26 O -3.391961 0.627937 2.234287
27 H 1.899416 3.472130 -0.852407
28 H 2.282038 2.195144 -0.146948
29 O 1.635988 2.484650 -0.737631
30 H -1.049622 1.405363 -1.132867
31 H -0.867631 2.965800 -1.193934
32 O -1.173881 2.216956 -1.634405

Force components x, y, z for each atom (eV/Å):
C 0.4261 -1.5511 -2.9761
C 3.5205 0.0459 -0.9858
C -0.6171 -1.5588 2.9690
C -1.4217 -0.0837 -2.0350
C -1.8777 0.8512 1.3672
N -0.8552 2.7942 -0.6466
C -0.4579 -0.7955 0.1062
C -2.6766 -0.5141 -0.1741
H -0.1322 0.7003 0.3949
H -1.8942 -0.1369 2.0088
H 0.4934 0.2048 -0.0766
H -0.9092 2.1013 -0.2270
H -1.5473 -0.1088 0.6795
H -0.2012 -0.4808 -0.6068
H 1.0902 0.4059 -1.3949
H -0.2428 -0.2463 0.6576
H -1.0326 0.4787 -0.4956
H 3.7693 -3.6411 1.2221
H 0.8358 0.2276 0.1064
H 1.2484 1.0736 -0.8179
H -0.2530 0.9035 0.0206
H 1.3874 0.5517 -0.2398
H 1.5211 -1.3590 1.4122
H -2.4219 4.9909 -3.1163
H -0.5856 0.9051 0.7576
O 2.8999 -5.9022 2.3495
H -0.5899 -1.9775 0.1224
H 1.9661 -0.9724 1.8204
O -1.2959 3.0217 -1.9145
H 0.4034 0.5914 0.2238
H 1.2511 1.4830 1.5153
O -1.8007 -2.0026 -2.0264

The value obtained for the highest occupied orbital energy (spin up / spin down) is 0.784 / -5.207 eV. For the frontier orbital gap (spin up / spin down), the calculation gives 0.085 / 0.302 Eh. The calculation puts the energy above the lowest of the compared OMol25 structures with the same formula, charge and spin at 151.3 kJ/mol. The value obtained for the energy is -15227.98528 eV. As for the charge: -1. The multiplicity is 2. The LUMO energy (spin up / spin down) is 3.1 / 3.0 eV.